No. 1
{"formula": "C5H12N2O", "method": "ωB97M-V with the def2-TZVPD basis set", "species": ["C", "C", "C", "N", "C", "N", "C", "O", "H", "H", "H", "H", "H", "H", "H", "H", "H", "H", "H", "H"], "positions_angstrom": [[0.799, -0.314, -1.716], [1.117, 1.960, 1.502], [-1.565, -1.493, -0.772], [0.951, 0.839, 0.592], [-0.133, 0.128, 0.622], [-1.223, 0.392, 1.416], [-0.187, -0.966, -0.409], [2.089, -0.869, -1.659], [2.195, -1.126, -0.720], [-2.082, -0.116, 1.264], [-1.347, 1.334, 1.759], [0.257, -0.607, -2.614], [0.923, 0.760, -1.854], [0.426, -1.788, -0.028], [2.171, 2.251, 1.512], [0.818, 1.719, 2.528], [0.551, 2.837, 1.165], [-2.227, -0.693, -1.119], [-1.487, -2.260, -1.550], [-2.047, -1.988, 0.082]], "homo_lumo_gap_ev": 9.545, "e_lumo_ev": 0.8, "homo_energy_ev": -8.75, "relative_energy_kcal_mol": 55.1}



No. 2
{"formula": "C2H8Si", "method": "ωB97M-V with the def2-TZVPD basis set", "species": ["C", "C", "Si", "H", "H", "H", "H", "H", "H", "H", "H"], "positions_angstrom": [[0.227, -1.699, 0.267], [0.556, 0.407, 0.587], [-0.570, 1.331, -0.630], [0.497, -1.892, 1.281], [-0.795, -1.535, -0.037], [0.936, -1.733, -0.530], [1.507, 0.320, 0.273], [0.399, 0.548, 1.640], [-1.858, 0.767, -0.576], [0.013, 1.106, -1.893], [-0.719, 2.914, -0.312]], "homo_lumo_gap_ev": 10.150, "e_lumo_ev": 1.0, "homo_energy_ev": -9.18, "relative_energy_kcal_mol": 61.5}



No. 3
{"formula": "C12H13Cl2N3O2S", "method": "ωB97M-V with the def2-TZVPD basis set", "species": ["C", "C", "C", "N", "C", "S", "N", "N", "C", "O", "C", "H", "O", "C", "C", "C", "C", "C", "C", "Cl", "H", "Cl", "H", "H", "H", "H", "H", "H", "H", "H", "H", "H", "H"], "positions_angstrom": [[4.226, 2.706, -0.418], [3.925, 1.505, 0.037], [2.940, 0.580, -0.613], [1.900, 0.173, 0.310], [2.019, -0.929, 1.064], [3.225, -2.048, 0.948], [1.062, -1.146, 2.031], [-0.274, -0.738, 1.971], [-0.714, 0.532, 1.920], [-0.008, 1.521, 1.881], [-2.244, 0.611, 1.888], [-2.615, 0.583, 2.917], [-2.845, -0.487, 1.244], [-2.691, -0.611, -0.108], [-1.936, 0.234, -0.912], [-1.841, 0.012, -2.276], [-2.501, -1.061, -2.848], [-3.255, -1.924, -2.065], [-3.344, -1.697, -0.706], [-4.265, -2.759, 0.289], [-3.767, -2.764, -2.506], [-2.388, -1.339, -4.544], [-1.253, 0.675, -2.888], [-1.411, 1.074, -0.487], [-2.539, 1.566, 1.438], [-0.965, -1.480, 1.912], [1.203, -2.005, 2.548], [1.332, 0.927, 0.691], [2.465, 1.062, -1.472], [3.453, -0.329, -0.944], [4.385, 1.115, 0.934], [4.945, 3.337, 0.075], [3.775, 3.103, -1.313]], "homo_lumo_gap_ev": 8.804, "e_lumo_ev": 0.4, "homo_energy_ev": -8.38, "relative_energy_kcal_mol": 2.4}



No. 4
{"formula": "C3H12NO", "method": "ωB97M-V with the def2-TZVPD basis set", "species": ["C", "N", "H", "H", "H", "H", "H", "H", "C", "O", "C", "H", "H", "H", "H", "H", "H"], "positions_angstrom": [[-1.526, 0.573, 2.496], [-1.104, -0.383, 1.364], [-0.927, 0.561, 3.362], [-1.511, 1.651, 2.114], [-2.527, 0.380, 2.806], [-1.599, -0.135, 0.482], [-1.370, -1.312, 1.742], [-0.005, -0.414, 1.081], [0.581, 0.368, -1.694], [0.827, 0.236, -0.111], [1.549, -0.614, -2.249], [-0.435, 0.239, -1.982], [0.880, 1.372, -1.994], [1.729, 0.372, -0.088], [2.448, -0.673, -1.788], [1.086, -1.611, -2.167], [1.905, -0.611, -3.373]], "homo_lumo_gap_ev": 12.011, "e_lumo_ev": -3.3, "homo_energy_ev": -15.34, "relative_energy_kcal_mol": 48.7, "total_charge": 1}